This record from OMol25 describes a structure of composition C31H32BBaF5IN7S2Se in a non-equilibrium geometry. The level of theory is wB97M-V/def2-TZVPD.

Cartesian coordinates (Å):
H 2.3405 -2.1973 -2.8963
H -1.8224 -1.2396 -5.3555
H -5.6986 1.3182 -1.1264
H -2.5154 3.2956 3.4579
H -1.0902 3.6361 4.4481
H -0.6625 -1.8855 -4.1654
C -1.7340 2.8380 4.0676
N -2.2175 -0.9153 0.8345
I -0.2858 -3.8656 -1.4550
H 0.5731 4.4011 2.6761
H -4.5926 -0.7098 -2.8337
C -1.7158 -1.8257 -4.4361
C -5.3486 0.5284 -0.4716
C -4.0096 -1.1619 -3.6374
C 0.3655 3.6715 1.9114
H 1.3068 4.4425 0.0349
C -1.9911 0.1904 -3.0199
C 0.1735 1.1907 4.1231
H -1.5354 3.4251 -3.0640
F 2.4741 -2.4687 1.1760
C -6.2722 -0.3086 0.1576
C 2.9942 2.3922 -2.0732
C 0.7489 3.7048 0.5878
F 3.4123 -4.0895 5.4652
S -3.6201 -2.5738 2.2553
Ba 0.3970 -0.6486 -0.0790
C -2.5213 -1.1848 -3.3043
H 0.8940 1.9478 4.4443
H 4.4859 -1.0664 -3.5854
C -0.3257 2.4536 2.0382
Se 3.2479 0.5544 1.5769
C 3.2513 -2.2431 -2.3008
H -6.5494 -1.9582 1.5131
H 3.7663 -3.1763 -2.5399
H -4.1972 -0.6030 -4.5602
H 6.1235 -0.3377 -1.8634
H -2.2040 2.3522 4.9256
C -1.5798 2.3521 -2.9746
C 4.1689 -1.0520 -2.5344
C -3.9873 0.3636 -0.2777
N 1.8794 1.6590 -1.8793
H 2.9537 3.4662 -2.0035
C -3.5365 -0.6573 0.5592
C 3.7311 -0.7522 4.0873
S -0.6068 -2.3678 2.4652
C 3.2782 -0.9080 2.7804
C 3.3651 -3.0615 4.5961
H -3.2659 1.0123 -0.7578
H -1.5889 1.0318 2.9128
H -2.3641 -1.7910 -2.4076
N -0.8958 0.3625 -2.2893
N 2.1771 0.3346 -2.0052
C -4.4744 -1.4763 1.2133
H 5.1381 -1.0847 -0.6048
N -0.6465 1.6933 -2.2634
H -2.0639 -2.8444 -4.6182
C 4.0395 1.5437 -2.3330
C 3.7736 -1.8037 4.9864
C 5.4211 -1.1484 -1.6579
H -7.3332 -0.1700 -0.0120
H 5.9331 -2.0978 -1.8348
C -2.4661 1.4322 -3.4815
H -3.3321 1.6241 -4.0924
F 2.5518 -4.4887 2.9285
N -0.3571 1.8147 0.8805
C 2.8798 -2.1948 2.4235
H 5.0668 1.8042 -2.5268
C 3.4705 0.2592 -2.2951
H 2.9631 -2.2975 -1.2533
H -4.3690 -2.1819 -3.7885
C -2.0678 -1.8611 1.7582
C 2.9184 -3.2619 3.3048
F 4.1486 0.4411 4.5361
H 0.7185 0.4323 3.5619
C -5.8369 -1.3156 1.0100
H 0.6660 3.4551 -1.9821
N 0.3128 2.5903 -0.0235
B 0.5394 2.3353 -1.5486
F 4.2159 -1.6176 6.2452
H -0.2623 0.7184 5.0073
C -0.9214 1.8252 3.2628

F_max: 1.2 eV Å⁻¹
Net charge: -2
LUMO: 4.07 eV